Record 1
Computed, not measured: a structure of composition C5H10O2, with ωB97M-V/def2-TZVPD.

Structure (XYZ):
```
17
Properties=species:S:1:pos:R:3:forces:R:3
C 1.9780 0.6663 1.3261 -1.2449 0.9301 0.7976
O 1.2263 -0.3283 -0.5958 -1.2025 1.0758 -0.5709
C 0.1192 -1.1848 -0.8290 -0.5606 -0.4575 -0.4385
C -0.8722 -0.0373 -0.8715 -0.2789 -0.0680 -0.0332
C -2.1244 -0.2814 -0.0753 -0.2207 0.1774 0.0171
C 0.2262 0.8190 -0.2578 1.9462 -1.1905 -0.7303
O 0.2054 1.0111 1.0778 3.8105 -1.5401 0.2702
H 1.8404 0.8023 2.3729 0.3788 0.3572 0.6705
H 2.4961 1.4770 0.7990 -0.5746 -0.0444 0.2765
H 2.5079 -0.2803 1.0803 -1.4422 0.5791 0.1293
H -0.0833 -1.8534 0.0240 0.1680 0.0440 -0.1808
H 0.1904 -1.7729 -1.7475 0.2332 -0.0362 0.0712
H -1.0544 0.3326 -1.8860 -0.1812 -0.2829 0.1087
H -2.6920 0.6441 0.0086 -0.2979 -0.1109 0.0821
H -2.7154 -1.0493 -0.5844 -0.1281 0.1868 0.0949
H -1.8945 -0.6505 0.9323 0.0240 0.1965 -0.2416
H 0.6461 1.6857 -0.7739 -0.4292 0.1835 -0.3227
```
Positions in Å, forces in eV/Å.

Energy relative to the best compared isomer or geometry (same formula, charge and spin) ... 104.96 kcal per mole

Charges computed using Löwdin, reported in e: atom 1 (C): 0.132, atom 2 (O): -0.154, atom 3 (C): -0.182, atom 4 (C): -0.291, atom 5 (C): -0.064, atom 6 (C): -0.373, atom 7 (O): -0.072, atom 8 (H): 0.054, atom 9 (H): 0.079, atom 10 (H): 0.087, atom 11 (H): 0.126, atom 12 (H): 0.119, atom 13 (H): 0.146, atom 14 (H): 0.080, atom 15 (H): 0.084, atom 16 (H): 0.084, atom 17 (H): 0.145


Record 2
Computed, not measured: a cluster of 2 separate species, H3O4PSi in total, with ωB97M-V/def2-TZVPD.

Structure (XYZ):
```
9
Properties=species:S:1:pos:R:3:forces:R:3
O 0.5561 0.9142 -3.3166 0.2932 -0.3043 0.4227
O -1.4372 2.1132 -2.2309 0.5008 0.4548 0.2990
O -0.8159 -0.1488 -1.4358 0.2621 -0.8424 1.1064
O 2.5739 2.0500 -0.2395 0.1923 -0.1818 -0.4148
Si 1.0402 1.9767 -0.4097 0.1439 0.5681 1.3056
P -0.2845 1.1547 -2.1009 -0.6778 1.6248 -1.9436
H -1.0734 0.1695 -0.4903 -0.7753 -1.1556 0.2380
H 0.4754 2.6828 0.8567 -0.2553 -0.2968 -0.8638
H -1.6899 0.1049 1.0040 0.3162 0.1332 -0.1495
```
Positions in Å, forces in eV/Å.

Energy relative to the best compared isomer or geometry (same formula, charge and spin) ... 50.10 kcal per mole
Total charge ... -2

Charges computed using Löwdin, reported in e: atom 1 (O): -0.451, atom 2 (O): -0.469, atom 3 (O): -0.410, atom 4 (O): -0.579, atom 5 (Si): 0.474, atom 6 (P): -0.057, atom 7 (H): -0.207, atom 8 (H): -0.094, atom 9 (H): -0.207


Record 3
Computed, not measured: an isolated molecule of C11H17N5O5, with ωB97M-V/def2-TZVPD.

Structure (XYZ):
```
38
Properties=species:S:1:pos:R:3:forces:R:3
C -1.1198 0.1889 3.9705 -1.5854 0.8964 0.3811
O -0.7657 -0.5132 2.7794 -0.4234 -0.7786 0.0701
C -1.6930 -1.3886 2.2474 -0.2994 1.2686 0.3063
O -2.8430 -1.4831 2.5972 0.2382 0.2132 1.0658
C -1.2014 -2.1206 1.1111 0.9876 0.6681 -0.2790
C -1.5439 -3.4158 0.8884 -1.2263 -1.0949 0.6146
N -2.3649 -4.0882 1.7026 -0.2959 0.3232 0.9830
N -1.1229 -4.1215 -0.1280 1.1697 -1.2792 -2.0697
C -0.3203 -3.5313 -0.9893 -0.6902 0.1999 0.8107
N 0.0204 -2.2486 -0.9164 0.7056 -0.8549 -1.8403
C -0.4387 -1.5601 0.1015 0.6270 1.2477 0.6212
N -0.1434 -0.2412 0.1421 1.0149 0.3978 -0.1970
C 1.0190 0.3054 -0.5899 -0.2227 -0.3316 0.7204
O 1.2730 1.5647 0.0095 -0.6216 -0.3728 -0.2212
C 1.9031 2.3706 -0.9764 0.9696 0.5458 -0.1781
C 1.5137 3.8429 -0.8235 -1.1233 -0.7699 -0.0039
N 0.0558 3.9847 -0.7636 -0.1512 0.2913 -0.0500
C 1.5482 1.8087 -2.3564 0.8648 -0.1898 -0.4130
O 2.7486 1.3306 -2.9979 -0.8734 0.3502 0.2054
C 0.6706 0.6035 -2.0385 -0.2094 -0.7419 -0.6897
O 0.8813 -0.4481 -2.9808 0.2683 0.0881 0.1571
H -1.0622 -0.4492 4.8625 0.0566 -0.0062 -0.3983
H -0.4691 1.0692 4.1175 -0.0771 -0.6559 -0.4427
H -2.1790 0.5611 3.8726 1.0188 -0.3885 0.1920
H -2.9564 -3.4913 2.2406 -0.5262 -0.0563 0.4579
H -2.7546 -4.9089 1.3063 -0.2349 -0.6608 -0.1715
H 0.0276 -4.1498 -1.8100 0.1903 0.2692 -0.0536
H -0.3096 0.1741 1.0483 0.3000 0.2656 -0.2134
H 1.9399 -0.3259 -0.5275 -0.7437 0.0504 0.0424
H 2.9780 2.2456 -0.8323 0.2024 0.1160 -0.2464
H 1.9307 4.2466 0.0997 0.1138 0.1803 -0.2041
H 1.8386 4.3909 -1.7128 0.4175 0.0065 0.3404
H -0.2940 3.5494 0.0877 -0.0616 -0.0625 -0.4841
H -0.3995 3.5787 -1.5913 0.2267 0.1665 0.7017
H 1.0768 2.6051 -2.9666 0.0455 -0.6045 0.0478
H 2.4351 0.5439 -3.4758 0.3303 0.0197 -0.0323
H -0.3812 0.8035 -2.0791 -0.6810 0.7176 0.2063
H 0.5023 -1.2826 -2.6287 0.2992 0.5661 0.2638
```
Positions in Å, forces in eV/Å.

SMILES string ... COC(=O)c1c(N)ncnc1N[C@@H]1O[C@H](CN)[C@@H](O)[C@H]1O
Energy relative to the best compared isomer or geometry (same formula, charge and spin) ... 0.00 kcal per mole

Charges computed using Löwdin, reported in e: atom 1 (C): -0.043, atom 2 (O): -0.067, atom 3 (C): -0.407, atom 4 (O): 0.130, atom 5 (C): -0.027, atom 6 (C): -0.372, atom 7 (N): 0.183, atom 8 (N): 0.129, atom 9 (C): -0.148, atom 10 (N): 0.132, atom 11 (C): -0.274, atom 12 (N): 0.153, atom 13 (C): -0.240, atom 14 (O): -0.039, atom 15 (C): -0.277, atom 16 (C): -0.201, atom 17 (N): 0.004, atom 18 (C): -0.246, atom 19 (O): -0.015, atom 20 (C): -0.249, atom 21 (O): -0.039, atom 22 (H): 0.098, atom 23 (H): 0.099, atom 24 (H): 0.108, atom 25 (H): 0.081, atom 26 (H): 0.103, atom 27 (H): 0.120, atom 28 (H): 0.124, atom 29 (H): 0.186, atom 30 (H): 0.155, atom 31 (H): 0.116, atom 32 (H): 0.121, atom 33 (H): 0.067, atom 34 (H): 0.070, atom 35 (H): 0.153, atom 36 (H): 0.081, atom 37 (H): 0.151, atom 38 (H): 0.077